[1]
Formula: C21H40BiCl3N4O4Si
Source: the Open Molecules 2025 dataset
Level of theory: ωB97M-V/def2-TZVPD

## Properties
Frontier orbital gap in eV: 6.8
ΔE to the lowest compared entry with this formula, charge and spin in eV: 0.000

Cartesian coordinates (Å):
Bi1 0.611 1.238 0.584
Cl1 -2.078 1.141 0.757
Cl2 0.317 1.143 -2.191
Cl3 2.003 3.391 0.031
Si1 -0.230 3.171 -2.762
O1 -0.165 -1.191 -1.059
O2 0.549 -0.320 2.449
O3 2.775 -0.099 0.344
O4 0.212 2.690 2.459
N1 -0.303 4.872 2.839
N2 -1.278 0.201 3.747
N3 2.879 -2.046 -0.846
N4 0.582 -0.810 4.658
C1 1.370 4.038 -3.235
C2 -0.040 -0.282 3.570
C3 -1.172 -2.027 -0.788
C4 -0.545 3.689 2.294
C5 -1.050 -2.824 0.533
C6 -1.153 3.899 -1.311
C7 -2.174 -3.459 1.059
C8 0.193 -3.045 1.118
C9 2.749 -1.367 -2.130
C10 0.341 -3.923 2.190
C11 -1.223 -2.919 -2.038
C12 -2.028 -4.381 2.103
C13 -0.769 -4.619 2.669
C14 -1.254 5.973 2.724
C15 0.933 5.138 3.566
C16 2.897 -1.344 0.304
C17 -1.346 3.084 -4.257
C18 -0.572 -5.032 -3.221
C19 2.973 -3.504 -0.888
C20 -1.730 -2.219 -3.257
C21 -0.700 -4.148 -2.023
H1 -0.341 -4.578 -1.077
H2 -1.782 -2.894 -4.116
H3 1.711 -1.440 -2.483
H4 -2.914 -4.903 2.475
H5 -2.289 2.566 -4.019
H6 1.450 4.198 3.759
H7 2.220 3.671 -2.643
H8 3.034 -1.980 1.211
H9 -1.718 0.157 4.655
H10 -0.822 6.814 2.163
H11 1.560 -1.042 4.550
H12 3.449 -3.867 0.033
H13 -1.595 4.110 -4.590
H14 -2.735 -1.819 -3.057
H15 3.414 -1.867 -2.845
H16 -1.482 3.609 1.715
H17 -1.769 0.596 2.940
H18 0.227 -0.611 5.580
H19 1.584 5.805 2.988
H20 1.051 -2.515 0.705
H21 -0.677 4.825 -0.955
H22 1.267 5.120 -3.059
H23 -3.153 -3.251 0.611
H24 -2.188 4.115 -1.617
H25 1.323 -4.065 2.641
H26 3.569 -3.791 -1.767
H27 -2.125 -1.467 -0.751
H28 -0.672 -5.345 3.477
H29 -1.529 6.328 3.726
H30 0.190 -5.795 -3.025
H31 3.024 -0.317 -2.002
H32 -1.514 -5.556 -3.438
H33 -0.853 2.566 -5.094
H34 -0.269 -4.472 -4.116
H35 1.567 3.884 -4.306
H36 -1.217 3.184 -0.473
H37 0.683 5.643 4.503
H38 1.975 -3.966 -0.983
H39 -1.083 -1.365 -3.511
H40 -2.145 5.604 2.203

Here are the Mulliken charges for atoms 1 to 6, given in e: 1.68 -0.58 -0.11 -0.57 0.16 -0.16

[2]
Formula: C21H40Cl3N4O3PbSSi
Source: the Open Molecules 2025 dataset
Level of theory: ωB97M-V/def2-TZVPD

## Properties
Frontier orbital gap in eV: 6.7
Charge: -1
ΔE to the lowest compared entry with this formula, charge and spin in eV: 1.529

Cartesian coordinates (Å):
Pb1 0.024 1.121 -0.529
Cl1 0.844 0.488 -2.910
Cl2 -2.564 0.865 -0.488
Cl3 -1.286 2.039 -4.296
S1 1.329 -1.119 3.384
Si1 -0.570 3.891 -3.577
O1 -0.111 2.528 2.476
O2 0.014 -1.293 -0.282
O3 2.800 0.043 0.044
N1 0.092 -1.221 5.749
N2 3.046 -2.031 -0.906
N3 -0.402 4.761 2.844
N4 -0.335 0.639 4.513
C1 -0.922 5.196 -4.883
C2 0.323 -0.522 4.584
C3 -1.576 -2.085 -2.806
C4 1.261 3.934 -3.239
C5 3.033 -1.159 0.130
C6 -0.514 -4.141 -1.845
C7 -2.178 -3.828 1.239
C8 -1.657 4.097 -2.076
C9 2.870 -1.579 -2.270
C10 -0.804 3.562 2.404
C11 -2.154 -4.872 2.166
C12 -0.991 -2.203 -0.338
C13 0.207 -3.569 1.468
C14 -1.175 5.966 2.570
C15 3.020 -3.471 -0.700
C16 -0.987 -3.200 0.857
C17 -0.950 -5.265 2.762
C18 -1.036 -2.903 -1.693
C19 0.862 4.939 3.551
C20 0.227 -4.585 2.430
C21 -0.436 -4.879 -3.136
H1 1.497 4.858 -2.695
H2 -0.945 0.916 5.271
H3 -1.677 3.211 -1.425
H4 1.179 -4.835 2.901
H5 -0.804 -1.396 -3.186
H6 1.468 5.690 3.031
H7 -1.807 3.572 1.929
H8 1.118 -3.027 1.189
H9 3.607 -3.957 -1.494
H10 3.145 -0.518 -2.345
H11 1.798 3.975 -4.196
H12 -0.282 1.230 3.680
H13 1.812 -1.688 -2.568
H14 -2.692 4.271 -2.410
H15 0.646 -2.059 5.865
H16 0.669 5.326 4.559
H17 -0.561 6.697 2.020
H18 -2.060 5.687 1.981
H19 1.993 -3.875 -0.735
H20 -2.414 -1.470 -2.470
H21 -0.821 6.213 -4.472
H22 0.421 -5.565 -3.112
H23 -3.072 -5.399 2.416
H24 -1.924 -1.628 -0.278
H25 1.389 3.988 3.618
H26 -0.921 -6.078 3.490
H27 -1.911 -2.723 -3.623
H28 -0.329 -4.221 -4.013
H29 -3.104 -3.524 0.754
H30 -1.336 4.973 -1.498
H31 -0.196 5.083 -5.700
H32 1.640 3.078 -2.673
H33 -0.140 -0.705 6.588
H34 3.486 -2.206 -2.934
H35 3.253 -1.660 1.097
H36 -1.501 6.438 3.511
H37 -0.133 -4.680 -0.972
H38 -1.939 5.073 -5.275
H39 -1.323 -5.512 -3.300
H40 3.467 -3.696 0.276

Here are the Mulliken charges for atoms 1 to 6, given in e: 1.13 -0.77 -0.69 -0.26 -0.33 0.47

[3]
Formula: C21H40Cl3N4O4SiV
Source: the Open Molecules 2025 dataset
Level of theory: ωB97M-V/def2-TZVPD

## Properties
Frontier orbital gap (alpha / beta) in eV: 4.0 / 7.0
Charge: -1
Spin multiplicity: 4
ΔE to the lowest compared entry with this formula, charge and spin in eV: 0.000

Cartesian coordinates (Å):
V1 0.034 0.669 0.535
Cl1 0.923 2.595 -0.448
Cl2 -0.711 1.263 -2.685
Cl3 -2.298 0.906 0.744
Si1 -0.505 3.355 -2.955
O1 0.000 -0.637 2.160
O2 -0.226 -0.832 -0.578
O3 2.192 0.080 0.775
O4 0.334 1.986 2.226
N1 -1.366 -0.011 3.879
N2 -0.110 4.190 2.761
N3 2.673 -1.744 -0.524
N4 0.769 -0.779 4.287
C1 -1.741 4.056 -1.722
C2 -0.259 -4.788 -3.060
C3 -1.076 3.990 -4.676
C4 -0.893 5.386 2.458
C5 3.243 -3.089 -0.646
C6 -1.614 -2.075 -3.051
C7 -1.001 -2.718 -1.861
C8 -0.196 -0.455 3.403
C9 -2.155 -3.220 1.338
C10 -2.018 -4.177 2.347
C11 0.393 -4.064 2.158
C12 -1.020 -2.757 0.685
C13 -0.341 3.049 2.113
C14 2.664 -1.068 0.649
C15 1.085 4.379 3.564
C16 0.234 -3.186 1.088
C17 -0.746 -4.600 2.762
C18 1.335 3.744 -3.143
C19 -1.149 -1.890 -0.569
C20 -0.402 -3.925 -1.857
C21 2.318 -1.093 -1.786
H1 2.061 -0.039 -1.615
H2 -1.370 -2.585 -3.984
H3 0.610 -5.445 -2.962
H4 3.174 -1.181 -2.465
H5 1.459 3.411 3.900
H6 1.940 2.847 -2.991
H7 1.686 4.533 -2.468
H8 -1.827 3.464 -0.804
H9 -2.061 3.615 -4.973
H10 -0.623 -5.335 3.560
H11 -2.158 -1.445 -0.588
H12 0.824 5.001 4.426
H13 -2.081 0.281 3.221
H14 -0.113 -4.404 -0.919
H15 -0.354 3.693 -5.444
H16 3.690 -3.394 0.311
H17 1.640 -1.107 3.893
H18 -1.252 -1.043 -3.122
H19 -1.119 5.090 -4.680
H20 -1.420 0.218 4.851
H21 1.863 4.901 2.989
H22 -3.130 -2.875 0.984
H23 4.005 -3.085 -1.437
H24 0.757 -0.473 5.244
H25 -1.195 5.883 3.388
H26 -1.140 -5.432 -3.181
H27 2.473 -3.822 -0.934
H28 1.410 -4.330 2.463
H29 1.519 4.086 -4.166
H30 -2.709 -2.044 -2.943
H31 -2.736 4.049 -2.194
H32 -1.788 5.077 1.907
H33 -0.323 6.111 1.853
H34 3.103 -1.643 1.498
H35 1.463 -1.611 -2.245
H36 1.088 -2.876 0.485
H37 -1.180 3.093 1.411
H38 -1.508 5.097 -1.457
H39 -2.913 -4.602 2.803
H40 -0.138 -4.216 -3.985

Here are the Mulliken charges for atoms 1 to 6, given in e: 0.40 -0.61 -0.28 -0.68 0.38 0.31

[4]
Formula: C21H40Cl3N4O4SiY
Source: the Open Molecules 2025 dataset
Level of theory: ωB97M-V/def2-TZVPD

## Properties
Frontier orbital gap (alpha / beta) in eV: 3.5 / 3.5
ΔE to the lowest compared entry with this formula, charge and spin in eV: 4.813

Cartesian coordinates (Å):
Y1 1.187 1.729 1.225
Cl1 2.317 3.916 0.519
Cl2 -1.432 1.243 0.952
Cl3 0.915 1.102 -1.282
Si1 -0.227 2.522 -2.580
O1 2.695 0.051 0.540
O2 0.313 3.115 2.852
O3 -0.427 -1.672 -2.076
O4 1.069 0.340 2.938
N1 -0.268 5.250 3.328
N2 0.703 -0.749 4.875
N3 2.834 -1.813 -0.844
N4 -1.083 -0.244 3.526
C1 0.146 -3.767 1.762
C2 -2.406 -3.115 0.883
C3 -2.230 -3.813 2.086
C4 2.969 -1.092 -2.109
C5 -1.492 -1.987 -1.211
C6 -0.736 -4.111 -2.411
C7 -1.157 6.359 3.014
C8 -1.303 1.614 -3.763
C9 -0.030 -3.076 0.558
C10 -1.271 -2.820 -2.552
C11 -0.949 -4.142 2.543
C12 -1.224 3.592 -1.389
C13 2.732 -1.192 0.352
C14 -0.565 4.005 2.964
C15 -0.481 -5.085 -3.498
C16 1.059 5.591 3.839
C17 0.239 -0.192 3.741
C18 1.105 3.703 -3.175
C19 -1.298 -2.686 0.085
C20 -2.094 -2.453 -3.778
C21 3.097 -3.258 -0.924
H1 -1.369 -5.537 -3.984
H2 -1.705 -0.688 4.202
H3 3.799 -3.450 -1.749
H4 -0.721 1.081 -4.527
H5 -0.608 4.059 -0.611
H6 0.150 -4.618 -4.276
H7 -2.080 5.968 2.568
H8 -1.631 3.785 2.760
H9 1.532 3.390 -4.138
H10 -1.944 2.375 -4.248
H11 -3.419 -2.873 0.533
H12 -0.821 -4.693 3.476
H13 2.188 -3.847 -1.119
H14 1.601 4.670 4.067
H15 -2.334 -3.318 -4.413
H16 1.691 -0.736 5.027
H17 1.600 6.181 3.089
H18 1.155 -4.004 2.103
H19 -2.021 3.010 -0.915
H20 3.629 -1.682 -2.755
H21 0.113 -1.308 5.475
H22 -3.104 -4.089 2.690
H23 -2.213 -1.168 -1.212
H24 0.937 6.205 4.736
H25 -1.464 0.212 2.671
H26 2.669 -1.907 1.192
H27 -1.932 0.886 -3.215
H28 0.650 4.692 -3.308
H29 1.922 3.816 -2.450
H30 3.381 -0.102 -1.921
H31 0.834 -2.814 -0.059
H32 -1.659 4.398 -1.986
H33 -3.037 -1.967 -3.493
H34 0.083 -5.928 -3.058
H35 3.526 -3.618 0.018
H36 1.983 -0.995 -2.588
H37 -0.542 -4.476 -1.421
H38 -1.383 6.933 3.922
H39 -0.663 7.049 2.318
H40 -1.506 -1.755 -4.392

Here are the Mulliken charges for atoms 1 to 6, given in e: 1.18 -0.58 -0.75 0.34 0.38 -0.86

[5]
Formula: C21H40Cl3N7O3P2Tl
Source: the Open Molecules 2025 dataset
Level of theory: ωB97M-V/def2-TZVPD

## Properties
Frontier orbital gap (alpha / beta) in eV: 5.6 / 4.4
Charge: +3
ΔE to the lowest compared entry with this formula, charge and spin in eV: 0.585

Cartesian coordinates (Å):
Tl1 -0.620 -0.419 0.091
Cl1 -2.144 -1.403 -5.703
Cl2 -0.788 1.156 -6.044
Cl3 -3.561 1.090 -5.158
P1 2.382 1.039 2.369
P2 3.346 -0.480 0.056
O1 1.054 0.510 2.016
O2 2.067 -0.268 -0.627
O3 3.545 0.433 1.350
N1 2.944 0.608 3.838
N2 -1.763 1.889 0.462
N3 -1.260 0.066 -2.614
N4 4.730 0.013 -0.843
N5 2.543 2.666 2.150
N6 3.672 -2.026 0.474
N7 -2.997 -3.010 -0.842
C1 2.034 0.115 4.868
C2 2.578 -2.983 0.613
C3 -2.252 2.889 0.746
C4 5.026 -0.772 -2.023
C5 -1.569 0.177 -3.712
C6 -3.711 3.959 2.373
C7 -2.856 4.166 1.112
C8 3.276 3.560 3.030
C9 -1.797 -5.079 -0.815
C10 -1.453 -6.216 -0.142
C11 -3.725 4.656 -0.058
C12 -3.172 -4.378 1.113
C13 -1.991 0.268 -5.102
C14 -1.951 -6.445 1.155
C15 5.091 1.411 -0.901
C16 4.348 0.703 4.218
C17 -2.806 -5.514 1.774
C18 -1.716 5.163 1.385
C19 -2.672 -4.132 -0.201
C20 4.902 -2.346 1.196
C21 2.019 3.242 0.921
H1 -3.146 4.730 -0.978
H2 -4.539 3.278 2.176
H3 -4.112 5.644 0.186
H4 -4.571 3.990 -0.226
H5 1.424 4.129 1.142
H6 -0.805 -6.948 -0.602
H7 -1.684 -7.355 1.677
H8 -1.085 4.825 2.207
H9 6.072 -0.629 -2.304
H10 -1.102 5.305 0.495
H11 4.731 -2.409 2.274
H12 2.100 0.735 5.764
H13 4.470 1.356 5.085
H14 6.112 1.503 -1.276
H15 2.964 -3.983 0.409
H16 -1.436 -4.894 -1.819
H17 -2.740 -2.886 -1.812
H18 5.665 -1.589 1.010
H19 -2.151 6.123 1.656
H20 4.258 3.822 2.619
H21 1.793 -2.747 -0.102
H22 2.720 4.489 3.161
H23 4.734 -0.280 4.501
H24 1.013 0.132 4.495
H25 5.023 1.854 0.090
H26 -3.119 3.561 3.197
H27 -3.850 -3.665 1.567
H28 -3.720 -2.409 -0.471
H29 2.831 3.553 0.250
H30 -3.169 -5.709 2.774
H31 4.833 -1.825 -1.830
H32 1.397 2.513 0.402
H33 4.404 -0.447 -2.868
H34 3.419 3.104 4.004
H35 5.278 -3.313 0.860
H36 4.430 1.951 -1.593
H37 4.945 1.089 3.394
H38 2.155 -2.973 1.622
H39 -4.125 4.920 2.675
H40 2.295 -0.908 5.153

Here are the Mulliken charges for atoms 1 to 6, given in e: 1.04 -0.08 -0.06 -0.05 0.13 0.31

[6]
Formula: C21H40FO17V2
Source: the Open Molecules 2025 dataset
Level of theory: ωB97M-V/def2-TZVPD

## Properties
Frontier orbital gap (alpha / beta) in eV: 6.0 / 4.5
Charge: +1
Spin multiplicity: 9

Cartesian coordinates (Å):
V1 0.781 -1.196 4.043
V2 -0.713 3.998 -1.255
F1 -0.563 -2.405 5.044
O1 0.153 2.908 5.102
O2 0.556 -5.816 3.597
O3 0.040 -1.945 2.256
O4 -1.971 3.020 0.132
O5 1.747 0.039 2.630
O6 -0.891 0.447 3.803
O7 -3.210 -3.426 3.762
O8 0.442 2.095 -1.228
O9 5.580 1.142 4.262
O10 0.045 3.983 -3.441
O11 -3.973 -0.286 -1.859
O12 -0.079 4.626 0.770
O13 3.251 -2.508 -3.014
O14 1.232 4.890 -1.345
O15 -0.027 0.145 -4.583
O16 -2.352 -5.598 -2.630
O17 -1.070 -0.362 -1.897
C1 1.909 -2.667 -2.478
C2 -1.636 1.685 2.110
C3 1.322 0.987 0.510
C4 1.266 -0.031 1.504
C5 1.337 0.585 -4.632
C6 -0.556 4.504 -4.623
C7 -0.389 -0.223 -0.815
C8 0.225 -1.226 1.238
C9 -4.148 -0.379 -0.461
C10 -0.231 2.824 3.836
C11 -2.580 -4.295 -2.389
C12 -0.970 1.637 3.285
C13 -0.473 -5.524 2.688
C14 -1.528 2.864 1.270
C15 -0.067 3.956 3.063
C16 -0.506 3.974 1.689
C17 5.106 0.904 2.893
C18 0.543 0.934 -0.626
C19 -0.582 -1.213 0.057
C20 -3.234 -2.793 2.521
C21 2.513 4.398 -1.025
H1 -3.561 0.452 -0.071
H2 2.924 5.180 -0.386
H3 -0.173 0.012 -3.644
H4 -2.944 -3.711 -3.234
H5 -1.543 -5.578 -3.147
H6 -5.141 -0.141 -0.082
H7 -2.409 -3.103 1.880
H8 0.991 3.983 -3.608
H9 -0.773 -6.447 2.192
H10 2.468 3.442 -0.503
H11 4.775 1.890 2.565
H12 1.874 -3.630 -1.969
H13 5.901 0.505 2.263
H14 3.138 4.110 -1.870
H15 -3.417 -4.292 -1.690
H16 1.140 -2.640 -3.250
H17 1.474 0.844 -5.682
H18 -1.261 -2.032 -0.128
H19 -1.571 4.887 -4.520
H20 -2.229 0.883 1.695
H21 -4.097 -3.177 1.976
H22 -0.677 3.756 -5.407
H23 -0.094 -4.881 1.893
H24 -3.030 -0.164 -1.996
H25 6.427 1.593 4.237
H26 1.763 -1.930 -1.689
H27 -3.365 -1.712 2.550
H28 -3.926 -1.364 -0.049
H29 -1.326 -5.069 3.193
H30 0.027 5.319 -5.050
H31 4.336 0.133 2.916
H32 0.334 4.855 3.508
H33 1.903 1.869 0.735
H34 1.660 1.291 -3.868
H35 -2.425 -3.064 4.180
H36 -1.746 -3.779 -1.914
H37 1.203 -5.111 3.668
H38 1.943 -0.282 -4.368
H39 3.584 -3.298 -3.445
H40 1.542 5.747 -1.646

Here are the Mulliken charges for atoms 1 to 6, given in e: 0.87 0.62 -0.69 -0.51 -0.53 -0.72

no.,total energy (a.u.)
1,-3228.989279
2,-3530.265341
3,-3958.506782
4,-3052.763911
5,-3668.168297
6,-4090.569069